An isolated molecule of C4H6O4, computed with ωB97M-V with the def2-TZVPD basis set.

Element x y z (Å)
C  -2.55001  -0.02676  0.27488
C  -0.34107  -0.23680  -0.53788
C  1.64262  -0.96572  0.34874
C  0.58078  0.89645  -0.18808
H  -2.85754  -0.34925  1.36851
H  -3.36428  -0.38035  -0.52984
H  -2.05632  1.15663  -0.02870
H  -0.74157  -0.34378  -1.55001
H  1.49536  -1.43746  1.40954
H  2.56795  -1.33349  0.02198
O  -1.30149  -0.70656  0.26675
O  0.55503  -1.28286  -0.52593
O  1.72490  0.50036  0.30858
O  0.14187  2.07464  -0.05908

Cartesian forces, eV/Å:
0.724 2.061 -0.113
0.958 -2.741 -2.744
-1.680 -0.228 1.212
-3.843 5.822 2.201
-0.223 1.757 -2.259
2.033 0.615 1.593
-2.930 -2.835 1.554
0.127 1.495 -0.434
-0.160 1.561 -1.556
1.091 -0.555 -1.018
-1.699 -0.319 1.950
3.470 -1.446 0.387
0.247 -1.730 0.295
1.884 -3.459 -1.066

Output
SMILES string	CO[C@@H]1OCOC1=O
molar mass	118.09	u
calculated total energy	-12431.8067	eV
multiplicity	1
Kohn-Sham gap	0.39319	Eh
LUMO energy	0.8	eV
energy above the lowest of the compared OMol25 structures with the same formula, charge and spin	421.2	kJ/mol
total charge	0

---

An isolated molecule of C6H14N2O2, computed with ωB97M-V with the def2-TZVPD basis set.

Element x y z (Å)
C  1.94499  0.39452  0.33096
C  3.36480  -0.33332  0.05291
C  0.77285  -0.31355  -0.31707
C  -0.59717  0.01531  0.11050
C  -1.86400  -0.38695  -0.88803
C  -3.29427  0.19089  -0.27904
H  2.64793  2.38828  0.59877
H  2.54631  1.91745  -0.88833
H  1.74801  0.40602  1.49386
H  0.96510  -1.41149  -0.39389
H  1.21117  -0.09434  -1.40246
H  -0.59075  1.02351  0.27767
H  -0.68932  -0.62102  1.06914
H  -2.04103  -1.44885  -1.28054
H  -1.61204  0.30278  -1.81193
H  -4.36551  -0.31528  -0.72821
H  -3.20005  1.34552  -0.41903
H  -3.33218  -1.29213  1.32755
H  -4.11196  0.28294  1.57208
H  3.87356  -2.25428  -0.02005
N  2.05246  1.82068  -0.05868
N  -3.24056  -0.15568  1.20703
O  4.69424  0.32794  0.28873
O  3.11742  -1.78895  0.15804

Cartesian forces, eV/Å:
1.376 1.047 2.348
5.218 0.588 4.385
3.554 -1.688 -4.647
-2.041 -4.448 0.140
-0.221 2.253 -1.112
0.644 -1.241 0.084
-0.991 -1.202 -0.525
0.821 -0.053 -2.154
0.994 -0.251 -1.910
-0.275 0.758 0.827
-2.222 0.022 0.988
-0.799 2.665 0.798
-0.279 1.528 -1.105
0.902 1.340 0.966
-0.718 -1.628 1.371
3.285 1.676 0.523
-0.757 -2.096 0.442
0.022 3.816 -0.484
0.814 -0.901 0.137
3.518 -1.711 -0.575
-0.460 0.124 2.758
-1.461 -1.867 -0.722
-9.071 -4.868 -2.307
-1.855 6.137 -0.227

Output
SMILES string	NCCCC[C@H](N)C(=O)O
molar mass	146.19	u
calculated total energy	-13518.7848	eV
multiplicity	1
Kohn-Sham gap	0.32925	Eh
LUMO energy	-0.4	eV
energy above the lowest of the compared OMol25 structures with the same formula, charge and spin	659.9	kJ/mol
total charge	0